Computed, not measured: C39H32AsN5O5PbS2 as an isolated structure, with the ωB97M-V functional and the def2-TZVPD basis.

Last column: Löwdin charge in e.
CARTESIAN COORDINATES (ANGSTROEM)
C -4.59853 1.03793 -0.02599  -0.075
O 1.83021 -0.41397 0.61673  -0.620
H 0.42044 0.11590 -2.46851  0.082
H -2.53334 4.24161 3.52600  0.077
H -3.39061 -1.54578 -2.63845  0.100
C -1.04142 3.26718 0.66109  -0.416
C -4.86953 -0.04689 -2.15844  -0.108
C 0.23599 -3.89901 5.93113  -0.002
H 3.80729 0.08875 0.36370  0.062
C -2.13825 4.31217 2.52001  -0.162
S -0.10290 -3.56732 0.65047  0.475
H 3.42853 -0.62074 1.94152  0.055
C 4.08327 -1.39029 -3.71495  -0.106
H 3.80396 3.50374 -2.81271  0.089
C -1.67016 5.60823 0.54588  -0.130
H -2.68225 -5.24758 4.87354  0.107
C -3.49410 0.24139 0.24011  -0.042
C 1.53860 2.55702 -0.47671  -0.358
C 5.34752 -3.06472 -2.56903  -0.121
C 3.17436 -0.65749 0.87194  -0.291
H 3.50134 -1.64643 0.50381  0.054
C 5.30475 -1.99936 -3.46170  -0.135
C -0.90785 1.73283 -1.97633  -0.375
C 3.37072 3.34633 -1.83110  -0.107
C -3.07461 -0.67796 -0.71089  -0.262
C -2.21237 5.50156 1.82683  -0.131
H 4.05178 3.76181 1.45583  0.096
H -1.69618 6.54612 0.00336  0.080
H -4.90750 1.77542 0.70426  0.104
H -2.68039 6.36251 2.29358  0.084
As -0.19098 1.69799 -0.14719  1.307
O -3.38181 -4.34921 2.60277  0.085
N 0.64285 -2.77311 -1.84737  0.019
H -2.44576 3.21547 -1.76887  0.090
H -2.94542 0.34077 1.17088  0.047
H -5.40347 -0.15254 -3.09584  0.091
H 1.97849 -1.32575 -3.26588  0.079
H -2.24842 1.30639 -5.59336  0.087
N 1.83537 -3.39159 -1.57460  -0.021
N -0.61206 -2.74617 4.03489  0.123
C 2.92082 -1.82336 -3.09868  -0.028
H -6.15629 1.50773 -1.42534  0.088
H -0.94468 -5.53376 6.66431  0.097
C 2.96293 -2.90274 -2.21437  -0.260
C 4.07196 3.71208 -0.69446  -0.120
C -2.69492 -3.25025 2.99377  -0.507
O 1.70292 -1.27535 3.87180  -0.173
H -0.39803 -0.13205 -4.77016  0.098
H 1.82575 2.73440 1.64528  0.110
H -3.95961 -4.03917 1.88962  0.124
C 4.19350 -3.52023 -1.95955  -0.051
C -1.87003 1.42600 -4.58496  -0.115
Pb 0.17243 -0.86515 1.97199  1.153
H 1.57457 2.48872 -2.62281  0.086
H 1.03210 -3.96037 6.65852  0.108
C -0.83079 0.62595 -4.12861  -0.092
C -1.97248 2.50208 -2.43138  -0.107
O 2.35198 -2.11888 5.84788  -0.012
O -2.97674 -2.14602 2.62791  0.095
C -1.65848 -3.56249 4.03287  -0.206
C 3.50789 3.49381 0.55771  -0.096
C -2.44415 2.35382 -3.72928  -0.107
C 0.33356 -2.91447 4.94567  -0.160
C -1.08584 4.48546 -0.01385  -0.153
C 2.25408 2.91716 0.66499  -0.106
C -3.75372 -0.82873 -1.91437  -0.041
N -1.92687 -1.45388 -0.34688  0.018
C 2.10951 2.76857 -1.72285  -0.097
H 5.05652 4.15705 -0.77902  0.086
H -0.64194 4.55436 -1.00271  0.096
C -0.22217 -2.80287 -0.89657  -0.857
C -1.53248 3.15802 1.97618  -0.763
C -1.82282 -4.59626 4.93911  -0.011
H 6.29131 -3.54937 -2.34555  0.089
H 1.93673 -3.65060 -0.59121  0.050
C -0.85060 -4.74963 5.92165  -0.062
H 4.22779 -4.35255 -1.26694  0.106
H 6.20985 -1.64123 -3.93600  0.082
N -1.40227 -2.05223 -1.29067  0.041
H -3.27943 2.95818 -4.06495  0.093
C -5.29216 0.88744 -1.21824  -0.112
C 1.58157 -2.01013 4.88759  -0.638
C -0.36230 0.77438 -2.83312  -0.145
S -1.40066 1.72128 2.97087  0.375
H 4.03410 -0.53990 -4.38566  0.093

Forces on atoms 1 to 2 (eV/Å):
C 0.000 0.012 -0.001
O 0.089 0.013 0.057

As for the net charge: -2. The value obtained for the HOMO energy is -1.9 eV. The calculation puts the energy at -146409.480 eV. For the strongest force on any atom, the calculation gives 0.5 eV/A. For the LUMO energy, the calculation gives 4.29 eV.

Computed, not measured: a 12-piece molecular cluster, C5H34NO13 overall in a non-equilibrium geometry, with the ωB97M-V functional and the def2-TZVPD basis.

Last column: Löwdin charge in e.
CARTESIAN COORDINATES (ANGSTROEM)
H 1.17955 0.19304 0.93108  0.100
H -1.33271 3.08697 -2.89390  0.023
H 1.88293 0.16785 -0.63121  0.145
H -1.49065 0.01119 5.02829  0.064
H -2.47067 2.09297 2.68442  0.054
O -1.76052 2.74658 2.80149  -0.047
O -2.51391 -0.35740 -3.60287  -0.074
H -1.68546 -0.60454 -0.54402  0.089
C 0.92197 -2.68222 -0.52829  -0.155
H -3.07755 -1.24848 -1.75256  -0.026
H 1.10958 -2.31695 4.29736  0.039
H -1.79481 1.56443 4.65560  0.059
H 1.14445 4.04521 -2.61587  0.082
H 0.44788 2.82243 -1.87121  0.028
H -2.74420 2.51141 -2.86991  0.066
H -1.34369 -2.10852 0.38293  0.120
O 0.31196 3.57836 -2.45079  -0.050
H -1.76251 -0.55693 -4.18288  0.047
O 1.74927 -2.97810 -1.64868  -0.067
H -2.13581 0.53939 -3.41656  0.002
H 2.19846 -1.03737 0.41804  0.121
O -3.25181 -2.17605 -1.76325  -0.075
O 2.55522 -1.21798 -3.51149  -0.055
H 1.50245 -2.96995 0.36257  0.145
O -1.23812 0.77814 4.51032  -0.052
H 2.33299 -1.88357 -2.81788  0.009
O -1.89537 1.57364 0.17906  0.056
H 1.59835 0.46526 -3.24056  0.028
H -0.22172 1.67632 1.33975  0.088
N 1.46749 -0.39022 0.12163  0.242
H 1.84079 0.96255 3.34158  0.037
O 1.08529 0.90789 2.77237  -0.084
H -2.13205 -0.48023 1.91788  0.124
C 0.38226 -1.25349 -0.60559  -0.200
H 3.73962 0.67998 2.36141  0.040
O 0.92591 0.85744 -2.66966  -0.057
C -1.10044 1.15835 0.98369  -0.298
H 2.08242 -1.34856 -4.32571  0.046
H -4.05697 -2.40078 -2.26479  0.058
H 1.44886 -3.53726 -2.36107  0.114
O -1.86661 2.33225 -3.22150  -0.068
H 1.68636 -1.10802 5.11170  0.060
H 0.32734 0.93772 3.38673  0.021
C -0.95833 -1.13388 0.07187  -0.136
C -1.17578 -0.33833 1.41437  -0.111
O 3.81273 -0.02418 1.70790  -0.042
H 0.34089 -0.80282 -1.60228  0.121
H -2.21357 3.49765 2.39770  0.078
H -0.39637 -0.75177 2.09296  0.097
H 0.02181 -3.32438 -0.59084  0.141
O 1.37732 -1.40304 4.23965  -0.051
H 4.77297 -0.16204 1.69507  0.067
H 0.37250 1.41000 -3.22405  0.031

Forces on atoms 1 to 2 (eV/Å):
H 0.194 -0.287 -0.094
H -0.064 -0.415 -0.404

As for the net charge: +1. The value obtained for the HOMO energy is -12.4 eV. The calculation puts the energy at -33837.406 eV. For the strongest force on any atom, the calculation gives 3.1 eV/A. For the LUMO energy, the calculation gives -2.47 eV.

Q: Which Kohn-Sham gap values were calculated for the entries above? A: 0.226; 0.365, in hartree.